Formula: C4H11BClF4IrOs
Source: OMol25
Level of theory: wB97M-V/def2-TZVPD

Structure (XYZ):
```
23
Properties=species:S:1:pos:R:3:forces:R:3
Ir 0.323 0.103 -2.599 -0.037 1.066 1.146
Cl 0.370 1.270 -0.597 0.816 1.619 -0.726
C -1.193 -0.181 -3.797 -3.109 -0.166 -1.448
C 1.927 -0.850 -3.187 3.140 -1.625 -0.411
H -0.992 -0.953 -4.593 -0.100 0.714 0.806
H -2.039 -0.518 -3.125 0.452 0.416 -1.023
H -1.426 0.816 -4.276 -0.115 -0.990 0.383
H 1.748 -1.545 -4.056 0.092 0.697 0.848
H 2.259 -1.437 -2.280 0.153 0.468 -1.025
H 2.697 -0.072 -3.468 -0.454 -0.891 0.323
Os -0.434 -0.368 0.960 -0.430 -1.997 1.776
C -2.185 0.642 1.231 -0.548 1.789 -0.719
C -1.191 -1.776 1.945 -0.056 -2.207 0.703
H -2.689 0.380 0.257 -0.024 0.540 1.022
H -2.885 0.809 2.102 1.066 -0.771 -1.012
H -1.553 1.567 1.074 -1.521 -0.103 0.196
H -0.396 -2.376 2.491 -0.816 0.908 -0.124
H -2.218 -2.196 2.121 1.065 0.603 -0.446
F 0.636 0.396 2.508 0.582 0.046 -0.085
B 2.319 1.579 4.320 -0.915 -0.784 -0.357
F 2.242 2.718 3.613 0.328 -1.015 0.814
F 1.443 1.357 5.329 1.246 0.412 -1.074
F 3.237 0.633 4.027 -0.816 1.269 0.431
```
Positions in Å, forces in eV/Å.

Computed properties:
Multiplicity ... 9
Energy relative to the best compared isomer or geometry (same formula, charge and spin) ... 0.0 kJ/mol
Total charge ... 0
E ... -33695.362 eV

Here are the Löwdin charges for atoms 1 to 2, given in e:
1. Ir 1.19
2. Cl -0.06